The following is a quantum chemistry calculation of the molecule C22H26BrNO5S, from the OMol25 dataset.

Geometry as XYZ:
```
56
Properties=species:S:1:pos:R:3
C 2.315 3.270 1.583
C 1.130 2.731 1.805
C 0.364 1.989 0.746
C -1.142 1.979 1.022
O -1.365 1.180 2.153
C -2.732 0.897 2.391
C -3.379 0.104 1.282
C -4.478 0.598 0.592
C -5.053 -0.140 -0.429
C -4.530 -1.375 -0.772
C -3.428 -1.869 -0.091
C -2.853 -1.135 0.931
N 0.847 0.615 0.645
C 0.691 -0.122 -0.492
O 1.107 -1.256 -0.545
O 0.112 0.550 -1.478
C -0.098 -0.083 -2.773
C -0.799 1.000 -3.593
C 1.246 -0.451 -3.400
C -0.996 -1.307 -2.623
S 1.098 -0.395 2.016
O 1.327 0.449 3.141
O 0.076 -1.379 2.104
C 2.697 -1.090 1.586
C 3.722 -0.162 1.552
C 5.010 -0.555 1.234
C 5.267 -1.890 0.954
C 4.246 -2.821 0.993
C 2.952 -2.419 1.309
Br 1.603 -3.717 1.334
H 2.852 3.792 2.356
H 2.796 3.212 0.619
H 0.661 2.777 2.774
H 0.545 2.451 -0.232
H -1.496 3.009 1.192
H -1.668 1.570 0.146
H -3.283 1.837 2.556
H -2.728 0.316 3.317
H -4.889 1.562 0.857
H -5.910 0.252 -0.958
H -4.979 -1.950 -1.569
H -3.015 -2.832 -0.354
H -1.986 -1.507 1.455
H -1.736 1.279 -3.118
H -0.171 1.884 -3.666
H -1.006 0.630 -4.593
H 1.085 -0.830 -4.406
H 1.739 -1.217 -2.809
H 1.889 0.425 -3.453
H -0.504 -2.067 -2.022
H -1.215 -1.719 -3.604
H -1.930 -1.030 -2.138
H 3.480 0.862 1.789
H 5.807 0.171 1.205
H 6.267 -2.209 0.703
H 4.435 -3.861 0.777
```

Results
Highest occupied orbital energy: -9.06 eV
Spin multiplicity: 1
DFT total energy: -4257.051015 hartree
LUMO energy: 0.023 hartree
Maximum force: 1.0 eV/Å
Kohn-Sham gap: 9.684 eV
Energy above the lowest of the compared OMol25 structures with the same formula, charge and spin: 21.72 kJ/mol